1.
C4H11N3 | the ωB97M-V functional and the def2-TZVPD basis

Element x y z (Å)
1 C 0.250 -2.039 0.110
2 C 0.709 -1.092 1.249
3 C -0.104 0.220 1.228
4 N 0.412 1.243 0.311
5 C -0.076 1.256 -0.981
6 N -1.414 1.551 -1.086
7 N 0.698 0.965 -1.959
8 H 1.048 -2.272 -0.554
9 H -0.608 -1.676 -0.419
10 H -0.063 -2.981 0.557
11 H 1.721 -0.759 1.037
12 H 0.474 -1.594 2.176
13 H -1.149 0.014 1.072
14 H -0.090 0.678 2.226
15 H 1.415 1.301 0.323
16 H -1.810 2.194 -0.416
17 H -1.679 1.800 -2.026
18 H 0.265 1.194 -2.848

The multiplicity is 1. As for the total energy: -323.2677 Ha. The structure (SMILES) is [H]/N=C(\N)NCCC. The highest occupied orbital energy is -8.96 eV. As for the net charge: 0. For the frontier orbital gap, the calculation gives 0.3659 hartree.



2.
C4H11N3 | the ωB97M-V functional and the def2-TZVPD basis

Element x y z (Å)
1 C 0.105 0.751 1.614
2 C -0.608 0.993 0.294
3 C -0.701 -0.169 -0.724
4 C 0.371 -0.954 -0.876
5 N 0.392 -2.280 -1.473
6 N -1.705 0.115 -1.653
7 N 1.553 0.829 1.479
8 H -0.136 1.560 2.315
9 H -0.319 -0.175 2.019
10 H -0.191 1.903 -0.163
11 H -1.664 1.194 0.453
12 H 1.201 -0.842 -0.189
13 H 0.225 -3.043 -0.830
14 H 1.330 -2.487 -1.790
15 H -2.273 0.898 -1.425
16 H -1.650 -0.466 -2.470
17 H 1.871 1.765 1.299
18 H 2.198 0.407 2.120

The multiplicity is 1. As for the total energy: -323.2130 Ha. The structure (SMILES) is N/C=C(\N)CCN. The highest occupied orbital energy is -7.39 eV. As for the net charge: 0. For the frontier orbital gap, the calculation gives 0.3102 hartree.



3.
C4H11N3 | the ωB97M-V functional and the def2-TZVPD basis

Element x y z (Å)
1 C 0.816 1.161 1.055
2 C -0.621 0.703 0.960
3 C -1.153 0.302 -0.458
4 N -0.591 -2.510 -0.599
5 C 0.309 -1.559 -1.067
6 N -0.129 -0.334 -1.346
7 N 1.167 2.230 -0.001
8 H 1.155 1.596 1.992
9 H 1.410 0.329 0.677
10 H -1.318 1.507 1.364
11 H -0.597 -0.263 1.478
12 H -1.900 -0.533 -0.204
13 H -1.431 1.279 -0.873
14 H -0.338 -3.424 -0.887
15 H -0.985 -2.455 0.244
16 H 1.238 -1.934 -1.435
17 H 2.137 1.926 -0.016
18 H 0.831 1.978 -0.883

The multiplicity is 1. As for the total energy: -323.1845 Ha. The structure (SMILES) is N/C=N\CCCN. The highest occupied orbital energy is -8.79 eV. As for the net charge: 0. For the frontier orbital gap, the calculation gives 0.3529 hartree.



4.
C4H11N3 | the ωB97M-V functional and the def2-TZVPD basis

Element x y z (Å)
1 C -0.975 -0.477 1.546
2 C 0.341 -1.539 -1.606
3 C -0.051 2.910 1.250
4 C 0.392 1.535 1.337
5 N 0.234 -2.775 -1.203
6 N -0.314 -0.925 -2.574
7 N -0.395 0.566 1.201
8 H -1.083 -0.684 2.501
9 H -1.262 -1.212 0.768
10 H 1.040 -0.988 -1.000
11 H 0.309 3.513 2.074
12 H -1.131 3.046 1.185
13 H 0.476 3.395 0.407
14 H 1.432 1.547 1.216
15 H -0.385 -3.502 -1.803
16 H 0.865 -3.382 -0.672
17 H -0.990 -1.524 -3.010
18 H -0.001 0.009 -2.940

The multiplicity is 3. As for the total energy: -322.3920 Ha. The highest occupied orbital energy (spin up / spin down) is -15.47 / -19.59 eV. As for the net charge: +2. For the frontier orbital gap (spin up / spin down), the calculation gives 0.2516 / 0.2411 hartree.



5.
C4H11N3O | the ωB97M-V functional and the def2-TZVPD basis

Element x y z (Å)
1 C 0.178 -0.043 0.046
2 N -0.824 -0.093 -1.012
3 C -0.712 0.954 -2.007
4 N 0.087 0.596 -3.137
5 C -0.024 -1.231 1.033
6 N -0.059 -0.804 2.412
7 C 0.930 0.021 2.950
8 O 2.122 -0.040 2.575
9 H 0.219 0.920 0.566
10 H 1.162 -0.095 -0.440
11 H -1.782 -0.209 -0.739
12 H -0.231 1.872 -1.598
13 H -1.710 1.332 -2.263
14 H 0.076 -0.381 -3.360
15 H 0.984 1.019 -3.292
16 H 0.871 -1.822 0.770
17 H -0.890 -1.877 0.905
18 H -0.901 -0.910 2.947
19 H 0.505 0.789 3.643

The multiplicity is 2. As for the total energy: -398.4260 Ha. The highest occupied orbital energy (spin up / spin down) is 1.51 / -3.66 eV. As for the net charge: -1. For the frontier orbital gap (spin up / spin down), the calculation gives 0.0903 / 0.2730 hartree.



6.
C4H11N3O | the ωB97M-V functional and the def2-TZVPD basis

Element x y z (Å)
1 C 1.012 0.626 1.367
2 C 1.088 -1.436 -0.079
3 C 0.444 -0.065 0.129
4 N 0.541 0.713 -1.105
5 H 1.391 1.283 -1.101
6 H 0.456 1.530 1.635
7 H 0.793 -2.122 0.722
8 H 2.059 0.915 1.217
9 H 0.950 -0.038 2.236
10 H 2.181 -1.360 -0.089
11 H 0.797 -1.890 -1.032
12 C -1.199 -0.173 0.264
13 N -1.797 -1.002 -0.676
14 N -0.701 1.663 -1.023
15 O -1.761 0.062 1.330
16 H -2.669 -1.426 -0.392
17 H -1.322 -1.088 -1.567
18 H -1.531 1.476 -1.587
19 H -0.733 2.331 -0.249

The multiplicity is 1. As for the total energy: -398.4626 Ha. The structure (SMILES) is CC(C)(NN)C(N)=O. The highest occupied orbital energy is -9.18 eV. As for the net charge: 0. For the frontier orbital gap, the calculation gives 0.3735 hartree.



7.
C4H11N3O | the ωB97M-V functional and the def2-TZVPD basis

Element x y z (Å)
1 C 0.110 1.048 -0.383
2 C -0.890 -2.428 0.419
3 C 1.452 0.668 -0.949
4 C 0.135 1.622 1.013
5 N 0.377 -1.942 0.291
6 O -0.526 1.853 -1.307
7 N -1.780 -0.018 -0.206
8 N -2.169 -1.074 0.017
9 H -1.474 1.844 -1.093
10 H 0.642 -1.220 0.945
11 H 0.670 -1.703 -0.644
12 H -1.210 -2.650 1.430
13 H -1.196 -3.147 -0.330
14 H 1.345 0.143 -1.900
15 H 2.056 0.074 -0.261
16 H 2.028 1.582 -1.153
17 H -0.878 1.791 1.383
18 H 0.653 0.965 1.714
19 H 0.655 2.591 1.014

The multiplicity is 1. As for the total energy: -398.3933 Ha. The highest occupied orbital energy (spin up / spin down) is -6.64 / -6.82 eV. As for the net charge: 0. For the frontier orbital gap (spin up / spin down), the calculation gives 0.2768 / 0.2763 hartree.



8.
C4H11N3O | the ωB97M-V functional and the def2-TZVPD basis

Element x y z (Å)
1 C 0.446 -1.270 -0.303
2 C -0.916 -1.620 -0.860
3 C 0.347 1.404 -1.072
4 N -0.839 1.790 -1.364
5 H -1.374 2.042 -0.534
6 H 1.061 1.101 -1.839
7 H 1.217 -1.181 -1.073
8 H 0.807 -2.099 0.311
9 H -1.689 -1.677 -0.084
10 H -0.914 -2.608 -1.335
11 H -1.267 -0.918 -1.620
12 C 0.657 -0.077 1.152
13 N 0.951 1.657 0.210
14 N -0.533 -0.040 1.838
15 O 1.734 -0.124 1.722
16 H -1.213 0.680 1.626
17 H 1.962 1.510 0.227
18 H 0.465 2.338 0.797
19 H -0.900 -0.908 2.200

The multiplicity is 1. As for the total energy: -398.4103 Ha. The structure (SMILES) is [H]/N=C\N.CCC(N)=O. The highest occupied orbital energy is -8.50 eV. As for the net charge: 0. For the frontier orbital gap, the calculation gives 0.3389 hartree.



> The lowest net charge belongs to which entry?

number 5



> Which of these has the lowest net charge?

number 5